(1)
{
  "formula": "N2O6",
  "method": "ωB97M-V/def2-TZVPD",
  "elements": ["N", "N", "O", "O", "O", "O", "O", "O"],
  "positions_angstrom": [[-2.1234, -0.0603, 0.0583], [2.1327, 0.0777, -0.0165], [-1.9120, -1.1585, 0.4331], [-3.2046, 0.5390, -0.1193], [2.2910, 1.1540, 0.4174], [2.9824, -0.8545, -0.2115], [-1.2586, 0.7671, -0.2375], [1.0796, -0.4654, -0.3288]],
  "atomic_forces_ev_per_a": [[-0.300, 0.226, 0.022], [0.498, -1.501, 0.118], [-0.452, -0.664, 0.203], [-0.740, -0.524, 0.164], [0.563, 0.915, 0.185], [0.749, 0.723, 0.167], [1.350, 1.030, -0.379], [-1.667, -0.205, -0.480]],
  "mulliken_charge": [1.17, 1.14, -0.48, -0.38, -0.49, -0.33, -0.31, -0.33],
  "lumo_energy_ev": [-3.451, -3.613],
  "homo_ev": [-12.7, -12.7],
  "spin_multiplicity": 1,
  "e_above_lowest_ev": 1.6414
}


(2)
{
  "formula": "N2O6Rb3",
  "method": "ωB97M-V/def2-TZVPD",
  "elements": ["Rb", "Rb", "Rb", "N", "O", "O", "O", "N", "O", "O", "O"],
  "positions_angstrom": [[-2.4672, 0.3920, 2.2786], [2.0079, -1.9188, -1.8075], [-0.1486, 2.3357, -3.4705], [-1.0228, -0.0625, -1.1754], [-0.2593, 0.8295, -1.0615], [-1.8961, -0.3063, -0.3469], [-0.7077, -0.9031, -2.0360], [1.0141, -0.0499, 1.8411], [0.4707, -0.9759, 2.5166], [1.3084, 0.9691, 2.3710], [1.7006, -0.3097, 0.8906]],
  "atomic_forces_ev_per_a": [[0.615, -0.236, 0.076], [-0.317, 0.240, 0.713], [-0.033, -0.161, 0.268], [0.173, -4.270, 0.718], [2.138, 5.699, 0.671], [-1.321, 0.378, 0.089], [-0.883, -1.512, -1.862], [2.835, -2.829, 3.427], [-2.291, 0.022, -0.890], [-1.649, 5.099, 2.443], [0.733, -2.429, -5.652]],
  "mulliken_charge": [0.98, 0.99, 0.99, 0.99, -0.66, -0.65, -0.68, 0.80, -0.63, -0.53, -0.60],
  "lumo_energy_ev": -3.676,
  "homo_ev": -10.0,
  "spin_multiplicity": 1,
  "charge": 1,
  "e_above_lowest_ev": 0.9334
}


(3)
{
  "formula": "N3",
  "method": "ωB97M-V/def2-TZVPD",
  "elements": ["N", "N", "N"],
  "positions_angstrom": [[-0.9775, 0.1873, 0.0000], [0.9776, 0.1873, 0.0000], [0.0000, -0.3746, 0.0000]],
  "atomic_forces_ev_per_a": [[-9.496, 1.182, 0.000], [9.492, 1.179, 0.000], [0.004, -2.361, 0.000]],
  "mulliken_charge": [0.15, 0.15, 0.70],
  "lumo_energy_ev": -11.298,
  "homo_ev": -20.3,
  "spin_multiplicity": 1,
  "charge": 1
}


(4)
{
  "formula": "N3O9Sr",
  "method": "ωB97M-V/def2-TZVPD",
  "elements": ["Sr", "N", "O", "O", "O", "N", "O", "O", "O", "N", "O", "O", "O"],
  "positions_angstrom": [[-0.6514, 0.0319, -0.5198], [-1.5780, 1.6909, 2.4831], [-1.5360, 1.5900, 1.2070], [-2.0840, 2.6621, 3.0208], [-1.0734, 0.7749, 3.1440], [-0.9453, -3.0171, -2.7787], [-0.2697, -3.9407, -2.3532], [-1.0201, -1.9195, -2.1100], [-1.5867, -3.0879, -3.8187], [2.7114, 1.3329, 0.4258], [1.7100, 0.6491, 0.8577], [3.7102, 0.6972, 0.1025], [2.6129, 2.5363, 0.3395]],
  "atomic_forces_ev_per_a": [[1.030, 0.019, 1.170], [0.634, -0.681, 1.233], [-0.360, -0.156, -1.307], [-0.173, 0.210, -0.591], [-0.199, -0.060, -0.346], [-0.346, -0.381, -0.407], [0.188, 0.149, 0.289], [0.254, 1.221, 1.033], [-0.043, 0.085, -0.157], [-0.270, -1.571, -0.153], [-1.378, -0.273, -0.562], [0.611, 0.243, -0.101], [0.051, 1.196, -0.103]],
  "mulliken_charge": [1.98, 0.99, -0.78, -0.58, -0.64, 0.76, -0.58, -0.65, -0.56, 0.91, -0.67, -0.58, -0.59],
  "lumo_energy_ev": 1.274,
  "homo_ev": -6.1,
  "spin_multiplicity": 1,
  "charge": -1
}


For the records above, the corresponding DFT total energy values read -560.5365; -632.8264; -163.6548; -871.9723 a.u..